The following is a quantum chemistry calculation of C6H12N2 as an isolated structure in a non-equilibrium geometry, from the Open Molecules 2025 dataset.

Geometry as ORCA input:
```
! RIJCOSX wB97M-V def2-TZVPD def2/J DEFGRID3
* xyz 0 1
C 0.572 -0.646 0.228
C 0.029 1.730 -0.295
C 0.757 -1.111 -1.213
C 1.889 -0.367 0.942
C -0.426 0.598 0.309
C -2.228 0.016 0.086
N -1.306 0.636 1.387
N -2.767 0.474 -0.952
H 0.040 -1.430 0.780
H -1.147 -0.106 2.063
H -2.192 1.148 -1.455
H 0.428 1.823 -1.292
H -0.016 2.669 0.233
H -2.730 -0.832 0.556
H -0.206 -1.231 -1.708
H 1.711 0.000 1.951
H 1.345 -0.390 -1.780
H 1.287 -2.064 -1.223
H 2.482 0.367 0.399
H 2.479 -1.284 0.986
*
```

## Properties
Energy above the lowest of the compared OMol25 structures with the same formula, charge and spin in kcal/mol: 97.5
LUMO energy (alpha / beta) in eV: 0.0551 / 0.0549

***

The following is a quantum chemistry calculation of C25H33O2SeTb as an isolated structure in a non-equilibrium geometry, from the Open Molecules 2025 dataset.

Geometry as ORCA input:
```
! RIJCOSX wB97M-V def2-TZVPD def2/J DEFGRID3
* xyz 0 7
O -0.355 0.564 -0.453
C 0.638 0.017 -1.371
C 0.145 0.924 -2.490
H 0.482 -1.048 -1.506
H 1.646 0.183 -1.005
C -1.000 1.335 -1.551
H -0.163 0.428 -3.406
H 0.821 1.740 -2.729
C -2.328 0.714 -1.912
H -2.253 -0.371 -1.931
H -2.633 1.052 -2.903
H -3.107 0.991 -1.208
C -1.107 2.799 -1.222
H -0.129 3.250 -1.083
H -1.683 2.951 -0.312
H -1.611 3.321 -2.035
Tb -0.275 0.515 1.774
C 0.597 2.062 3.321
C 1.526 1.008 3.205
C 2.075 1.068 1.904
H 1.772 0.282 3.960
C 1.475 2.135 1.225
C 0.539 2.744 2.084
H -0.090 3.587 1.851
H 0.028 2.302 4.201
H 2.779 0.368 1.494
H 1.658 2.407 0.200
C -1.743 0.056 3.627
C -2.200 1.231 2.985
C -2.603 0.892 1.683
H -2.227 2.219 3.411
C -2.397 -0.500 1.520
C -1.883 -1.009 2.727
H -1.566 -2.022 2.893
H -1.335 -0.008 4.622
H -3.021 1.571 0.962
H -2.548 -1.068 0.621
O 0.434 -1.155 -5.641
C -0.019 -0.045 -6.425
C 0.138 -0.455 -7.880
H 0.593 0.835 -6.197
H -1.050 0.180 -6.150
C 1.348 -1.379 -7.811
H 0.281 0.396 -8.544
H -0.740 -1.005 -8.219
C 1.118 -2.088 -6.486
H 2.269 -0.796 -7.778
H 1.415 -2.069 -8.650
H 2.043 -2.392 -5.995
H 0.496 -2.980 -6.620
Se 1.045 -2.079 2.452
C 1.083 -2.127 4.421
C -0.044 -2.479 5.191
C 0.015 -2.477 6.589
C 1.202 -2.144 7.240
C 2.338 -1.827 6.493
C 2.281 -1.827 5.093
H -0.978 -2.757 4.741
H -0.863 -2.736 7.167
H 1.242 -2.139 8.322
H 3.260 -1.576 7.000
H 3.170 -1.574 4.531
*
```

## Properties
<S²>: 12.61
Energy above the lowest of the compared OMol25 structures with the same formula, charge and spin in kcal/mol: 73.4
LUMO energy (alpha / beta) in eV: 0.2636 / 0.2657

***

The following is a quantum chemistry calculation of one molecule with the formula C3H5F3S in a non-equilibrium geometry, from the Open Molecules 2025 dataset.

Geometry as ORCA input:
```
! RIJCOSX wB97M-V def2-TZVPD def2/J DEFGRID3
* xyz 0 1
C 1.355 0.580 -0.075
C -0.795 -0.781 -0.637
C 0.146 -0.068 0.365
F -0.232 -0.936 -1.926
F -1.165 -1.951 -0.206
F 0.357 -0.957 1.414
S -0.829 1.295 1.258
H 2.112 0.704 0.812
H 1.703 -0.024 -0.829
H 1.123 1.577 -0.442
H -1.797 -0.182 -0.682
H -1.977 0.744 0.948
*
```

## Properties
Energy above the lowest of the compared OMol25 structures with the same formula, charge and spin in kcal/mol: 18.3
LUMO energy in eV: 0.7216

***

The following is a quantum chemistry calculation of a 2-piece molecular cluster, C7H12OSi2 overall in a non-equilibrium geometry, from the Open Molecules 2025 dataset.

Geometry as ORCA input:
```
! RIJCOSX wB97M-V def2-TZVPD def2/J DEFGRID3
* xyz 0 1
C 1.518 2.869 -0.548
C 1.876 2.093 0.533
C 0.519 2.389 -1.393
C 1.329 0.866 0.839
C -0.024 1.168 -1.103
C 0.313 0.480 0.005
C -1.049 0.767 -2.272
O 0.822 -2.400 2.209
Si -2.140 -3.097 1.505
Si -0.078 -2.278 0.841
H 1.791 3.856 -0.652
H 2.787 2.488 1.028
H 0.113 3.038 -2.178
H 1.722 0.199 1.604
H -0.421 0.964 -3.165
H -1.333 -0.332 -2.060
H -1.946 1.507 -2.248
H 1.416 -1.795 2.578
H -2.190 -4.652 1.190
H -2.657 -2.560 2.827
H -3.086 -2.441 0.568
H 0.717 -3.128 -0.108
*
```

## Properties
Energy above the lowest of the compared OMol25 structures with the same formula, charge and spin in kcal/mol: 23.2
LUMO energy in eV: -0.3628

***

The following is a quantum chemistry calculation of one molecule with the formula C20H27N5O3 in a non-equilibrium geometry, from the Open Molecules 2025 dataset.

Geometry as ORCA input:
```
! RIJCOSX wB97M-V def2-TZVPD def2/J DEFGRID3
* xyz 0 1
C -3.125 -3.923 1.026
H -2.941 -4.827 1.602
H -3.999 -4.087 0.403
C -3.334 -2.744 1.969
H -2.404 -2.558 2.511
H -4.094 -3.014 2.706
C -3.778 -1.438 1.296
C -5.179 -1.537 0.696
H -5.528 -0.555 0.385
H -5.871 -1.922 1.441
H -5.193 -2.192 -0.168
H -3.808 -0.675 2.086
C -2.718 -0.934 0.297
N -2.954 0.448 -0.072
C -2.055 1.427 0.189
O -1.063 1.271 0.861
O -2.454 2.568 -0.396
C -1.666 3.776 -0.255
C -1.579 4.186 1.214
H -2.577 4.291 1.632
H -1.059 5.136 1.298
H -1.037 3.434 1.781
C -0.273 3.570 -0.852
H 0.276 4.507 -0.829
H 0.275 2.824 -0.282
H -0.355 3.234 -1.883
C -2.443 4.820 -1.058
H -3.443 4.935 -0.649
H -1.930 5.776 -1.017
H -2.528 4.506 -2.095
H -3.733 0.659 -0.676
C -2.606 -1.708 -1.014
O -3.525 -2.082 -1.707
N -1.319 -1.892 -1.448
N -0.251 -1.411 -0.808
C 0.915 -1.557 -1.293
C 2.071 -1.006 -0.619
C 3.339 -1.334 -1.048
C 4.464 -0.804 -0.395
N 5.704 -1.138 -0.815
C 6.712 -0.615 -0.170
C 6.533 0.264 0.918
N 5.348 0.607 1.347
C 4.283 0.084 0.705
C 2.974 0.416 1.116
C 1.897 -0.117 0.473
H 0.890 0.141 0.764
H 2.859 1.099 1.944
H 7.380 0.688 1.441
H 7.702 -0.889 -0.512
H 3.502 -2.004 -1.879
H 1.090 -2.098 -2.232
H -1.207 -2.368 -2.350
H -1.739 -0.944 0.788
H -2.267 -3.758 0.379
*
```

## Properties
Energy above the lowest of the compared OMol25 structures with the same formula, charge and spin in kcal/mol: 52.3
LUMO energy in eV: -0.3838

***

The following is a quantum chemistry calculation of a 7-piece molecular cluster, C12H28F6N6O10S2 overall in a non-equilibrium geometry, from the Open Molecules 2025 dataset.

Geometry as ORCA input:
```
! RIJCOSX wB97M-V def2-TZVPD def2/J DEFGRID3
* xyz 1 2
O -0.165 -0.382 -0.231
H -0.195 -0.510 0.720
H -0.997 0.058 -0.422
H 0.575 0.172 -0.491
C -3.146 -1.444 2.438
F -4.405 -1.463 2.939
F -2.637 -2.682 2.747
F -3.232 -1.367 1.105
S -2.049 0.062 3.147
O -2.633 1.261 2.576
O -2.256 0.055 4.605
N -0.509 -0.377 2.384
S 0.293 -0.954 3.586
O 1.058 0.167 4.129
O -0.211 -1.879 4.539
C 1.655 -2.001 2.587
F 2.690 -2.303 3.374
F 1.125 -3.148 1.993
F 2.086 -1.246 1.613
O 0.638 4.620 2.105
C 0.178 3.588 2.554
N 0.558 2.402 2.100
C -0.967 3.467 3.579
H 0.129 1.529 2.372
H 1.276 2.363 1.392
H -0.753 4.238 4.319
H -0.887 2.525 4.122
H -1.839 3.714 2.973
O -2.386 1.100 -0.587
C -3.488 1.132 -1.162
N -4.419 1.939 -0.629
C -3.890 0.180 -2.338
H -4.099 2.394 0.214
H -5.320 2.111 -1.052
H -3.834 0.719 -3.283
H -4.911 -0.133 -2.120
H -3.202 -0.647 -2.513
O 1.725 1.558 -0.362
C 2.894 1.814 -0.700
N 4.022 1.727 0.005
C 3.209 2.364 -2.078
H 4.882 2.140 -0.326
H 3.927 1.100 0.791
H 4.260 2.581 -2.268
H 2.559 3.216 -2.277
H 2.898 1.622 -2.813
O -0.338 -2.617 -2.101
C -0.779 -2.329 -3.167
N -0.131 -1.341 -3.811
C -2.062 -2.933 -3.748
H 0.676 -0.976 -3.326
H -0.429 -0.902 -4.670
H -2.921 -2.736 -3.106
H -1.983 -4.014 -3.871
H -2.501 -2.426 -4.607
O 2.045 -0.835 -1.997
C 2.838 -1.722 -1.577
N 2.400 -2.874 -1.105
C 4.327 -1.408 -1.606
H 3.123 -3.414 -0.653
H 1.406 -3.049 -1.065
H 4.928 -2.015 -0.929
H 4.567 -0.373 -1.363
H 4.626 -1.422 -2.654
*
```

## Properties
<S²>: 0.76
LUMO energy (alpha / beta) in eV: -2.3623 / -7.9186

***

The following is a quantum chemistry calculation of a 2-piece molecular cluster, C12H19NO2 overall in a non-equilibrium geometry, from the Open Molecules 2025 dataset.

Geometry as ORCA input:
```
! RIJCOSX wB97M-V def2-TZVPD def2/J DEFGRID3
* xyz 1 2
C -2.764 -0.969 2.062
C -1.038 -1.704 0.471
C -1.323 -1.403 1.828
C 0.319 -2.105 0.068
C 1.287 -2.361 1.054
C -0.267 -1.506 2.695
C 1.041 -2.125 2.387
O 2.624 -2.590 0.496
H -1.981 -1.602 -0.163
H 0.608 -2.482 -0.896
H -3.057 -0.437 2.917
H -3.348 -1.829 1.906
H -0.383 -1.184 3.712
H 2.445 -3.229 -0.126
H 1.848 -2.257 3.131
H -3.153 -0.356 1.177
C 0.925 1.001 0.219
C 2.438 1.011 -0.297
C -0.907 2.628 -0.845
C -0.485 1.539 -3.353
C 0.093 1.112 -2.011
O 0.551 -0.095 -2.012
N 0.320 1.919 -0.923
H 0.276 0.174 0.172
H 1.058 1.647 1.100
H 2.911 1.913 -0.465
H 2.551 0.509 -1.307
H -1.372 2.856 0.127
H 0.349 1.863 -4.094
H 3.186 0.581 0.365
H -0.673 3.648 -1.189
H -1.711 2.286 -1.552
H -1.443 0.924 -3.261
H -0.924 2.623 -3.395
*
```

## Properties
<S²>: 0.77
Energy above the lowest of the compared OMol25 structures with the same formula, charge and spin in kcal/mol: 82.4
LUMO energy (alpha / beta) in eV: -4.0975 / -8.0234